{"formula": "C4H9NOS", "method": "wB97M-V/def2-TZVPD", "smiles": "CNC(=O)CCS", "multiplicity": 1, "homo_energy_ev": -9.04, "orbital_gap_ev": 9.78, "total_charge": 0, "species": ["C", "C", "S", "C", "N", "C", "O", "H", "H", "H", "H", "H", "H", "H", "H", "H"], "coordinates": [[0.354, 0.335, -0.438], [0.924, 0.253, -1.852], [0.144, 1.337, -3.071], [0.215, -1.039, 0.183], [-0.554, -1.159, 1.299], [-0.978, -0.077, 2.157], [0.748, -2.018, -0.312], [1.004, 0.963, 0.168], [-0.653, 0.768, -0.430], [1.999, 0.459, -1.816], [0.862, -0.759, -2.243], [-0.110, 2.368, -2.269], [-0.659, -2.112, 1.605], [-2.053, -0.120, 2.320], [-0.410, -0.056, 3.083], [-0.833, 0.856, 1.615]]}


{"formula": "C75H75Br15N14", "method": "wB97M-V/def2-TZVPD", "multiplicity": 1, "homo_energy_ev": -9.22, "orbital_gap_ev": 8.57, "total_charge": 0, "species": ["N", "C", "C", "C", "C", "C", "H", "H", "H", "H", "H", "N", "C", "C", "C", "C", "C", "H", "H", "H", "H", "H", "N", "C", "C", "C", "C", "C", "H", "H", "H", "H", "H", "N", "C", "C", "C", "C", "C", "H", "H", "H", "H", "H", "N", "C", "C", "C", "C", "C", "H", "H", "H", "H", "H", "N", "C", "C", "C", "C", "C", "H", "H", "H", "H", "H", "N", "C", "C", "C", "C", "C", "H", "H", "H", "H", "H", "N", "C", "C", "C", "C", "C", "H", "H", "H", "H", "H", "N", "C", "C", "C", "C", "C", "H", "H", "H", "H", "H", "N", "C", "C", "C", "C", "C", "H", "H", "H", "H", "H", "N", "C", "C", "C", "C", "C", "H", "H", "H", "H", "H", "N", "C", "C", "C", "C", "C", "H", "H", "H", "H", "H", "N", "C", "C", "C", "C", "C", "H", "H", "H", "H", "H", "N", "C", "C", "C", "C", "C", "H", "H", "H", "H", "H", "C", "Br", "Br", "Br", "H", "C", "Br", "Br", "Br", "H", "C", "Br", "Br", "Br", "H", "C", "Br", "Br", "Br", "H", "C", "Br", "Br", "Br", "H"], "coordinates": [[-23.073, 12.844, 10.672], [-22.113, 13.818, 10.846], [-20.878, 13.886, 10.159], [-20.520, 12.807, 9.370], [-21.421, 11.741, 9.202], [-22.654, 11.803, 9.860], [-22.440, 14.649, 11.453], [-20.245, 14.760, 10.206], [-19.625, 12.744, 8.770], [-21.397, 10.977, 8.439], [-23.502, 11.147, 9.736], [-23.084, 23.489, 8.189], [-23.316, 23.801, 6.892], [-23.732, 22.804, 5.986], [-23.883, 21.467, 6.445], [-23.710, 21.171, 7.805], [-23.279, 22.226, 8.656], [-23.222, 24.842, 6.620], [-24.074, 22.914, 4.967], [-24.190, 20.683, 5.767], [-23.781, 20.150, 8.150], [-22.934, 21.979, 9.649], [-17.783, 19.597, 5.510], [-16.951, 18.723, 6.160], [-16.963, 18.478, 7.551], [-17.900, 19.235, 8.306], [-18.680, 20.131, 7.669], [-18.695, 20.185, 6.313], [-16.138, 18.306, 5.583], [-16.157, 17.972, 8.063], [-17.966, 19.240, 9.384], [-19.418, 20.678, 8.238], [-19.321, 20.836, 5.721], [-18.458, 26.364, 6.899], [-19.461, 26.365, 5.980], [-20.283, 25.248, 5.722], [-20.068, 24.037, 6.372], [-19.090, 24.069, 7.347], [-18.267, 25.192, 7.523], [-19.576, 27.293, 5.439], [-21.215, 25.412, 5.201], [-20.515, 23.062, 6.247], [-18.988, 23.194, 7.972], [-17.453, 25.198, 8.233], [-21.116, 18.669, 10.547], [-21.881, 19.363, 11.387], [-22.004, 19.043, 12.761], [-21.436, 17.903, 13.272], [-20.552, 17.224, 12.356], [-20.457, 17.614, 11.039], [-22.302, 20.234, 10.906], [-22.702, 19.615, 13.355], [-21.574, 17.742, 14.331], [-19.879, 16.438, 12.664], [-19.833, 17.105, 10.319], [-29.912, 19.711, 5.108], [-30.919, 20.555, 4.862], [-30.916, 21.930, 5.118], [-29.735, 22.505, 5.592], [-28.647, 21.611, 5.912], [-28.761, 20.241, 5.658], [-31.723, 20.117, 4.289], [-31.743, 22.577, 4.864], [-29.549, 23.541, 5.836], [-27.678, 21.966, 6.229], [-27.877, 19.630, 5.765], [-27.242, 15.139, 6.147], [-28.184, 14.875, 5.233], [-29.458, 15.427, 5.226], [-29.808, 16.188, 6.333], [-28.890, 16.465, 7.314], [-27.614, 16.001, 7.181], [-27.901, 14.244, 4.403], [-30.167, 15.255, 4.429], [-30.805, 16.567, 6.502], [-29.194, 17.144, 8.098], [-26.895, 16.104, 7.980], [-27.962, 14.623, 10.060], [-27.377, 13.497, 9.518], [-27.831, 12.171, 9.726], [-28.937, 12.019, 10.530], [-29.452, 13.121, 11.187], [-28.970, 14.412, 10.945], [-26.525, 13.655, 8.873], [-27.384, 11.378, 9.144], [-29.354, 11.027, 10.622], [-30.248, 13.095, 11.916], [-29.281, 15.311, 11.457], [-26.361, 9.791, 4.829], [-26.465, 10.787, 5.699], [-25.376, 11.212, 6.397], [-24.172, 10.577, 6.318], [-24.069, 9.428, 5.538], [-25.204, 9.020, 4.814], [-27.343, 11.413, 5.755], [-25.466, 12.061, 7.058], [-23.287, 10.902, 6.844], [-23.102, 8.947, 5.540], [-25.106, 8.197, 4.121], [-22.017, 15.920, -0.070], [-20.592, 15.774, -0.029], [-19.884, 15.488, 1.163], [-20.656, 15.297, 2.344], [-22.066, 15.456, 2.343], [-22.675, 15.749, 1.131], [-20.059, 16.036, -0.930], [-18.810, 15.431, 1.061], [-20.071, 15.041, 3.215], [-22.596, 15.366, 3.280], [-23.743, 15.904, 1.083], [-17.167, 14.648, 3.986], [-17.361, 15.993, 3.918], [-16.959, 16.703, 2.777], [-16.297, 16.040, 1.761], [-16.092, 14.659, 1.908], [-16.562, 13.965, 3.003], [-17.777, 16.373, 4.840], [-17.109, 17.772, 2.775], [-16.026, 16.450, 0.799], [-15.533, 14.177, 1.119], [-16.351, 12.913, 3.117], [-21.035, 14.721, 6.333], [-22.398, 14.726, 6.382], [-23.231, 15.836, 6.292], [-22.607, 17.057, 6.127], [-21.192, 17.200, 6.099], [-20.432, 15.991, 6.204], [-22.799, 13.743, 6.583], [-24.301, 15.691, 6.273], [-23.259, 17.914, 6.044], [-20.751, 18.177, 5.968], [-19.357, 15.984, 6.306], [-17.393, 15.940, 9.877], [-17.761, 15.151, 8.825], [-16.773, 14.473, 8.065], [-15.457, 14.408, 8.587], [-15.136, 15.125, 9.768], [-16.105, 15.916, 10.354], [-18.799, 14.995, 8.573], [-17.007, 13.847, 7.217], [-14.579, 13.964, 8.142], [-14.103, 15.185, 10.078], [-15.947, 16.590, 11.184], [-20.831, 21.341, 3.786], [-21.416, 20.150, 3.780], [-22.656, 19.864, 3.224], [-23.378, 20.906, 2.621], [-22.889, 22.249, 2.685], [-21.625, 22.397, 3.280], [-20.885, 19.352, 4.280], [-22.829, 18.798, 3.216], [-24.309, 20.764, 2.091], [-23.487, 23.076, 2.330], [-21.216, 23.394, 3.347], [-26.189, 17.228, 2.292], [-25.824, 18.342, 3.912], [-25.462, 17.984, 0.642], [-28.131, 17.226, 2.049], [-25.859, 16.202, 2.455], [-20.991, 11.479, 2.377], [-21.451, 9.658, 1.910], [-19.059, 11.870, 2.124], [-21.540, 12.002, 4.283], [-21.585, 12.079, 1.687], [-26.239, 18.593, 10.312], [-25.711, 19.809, 11.867], [-24.594, 17.925, 9.416], [-27.502, 19.420, 9.066], [-26.656, 17.679, 10.735], [-25.777, 12.666, 2.662], [-26.381, 13.954, 1.255], [-24.744, 13.611, 4.104], [-24.878, 11.102, 1.791], [-26.662, 12.263, 3.154], [-13.519, 15.228, 5.687], [-12.263, 14.043, 6.706], [-13.211, 15.059, 3.665], [-13.123, 17.106, 6.126], [-14.529, 14.890, 5.919]]}


{"formula": "C9H14O2P", "method": "wB97M-V/def2-TZVPD", "multiplicity": 1, "homo_energy_ev": -11.87, "orbital_gap_ev": 5.76, "total_charge": 1, "species": ["C", "C", "C", "C", "C", "C", "C", "C", "C", "O", "O", "P", "H", "H", "H", "H", "H", "H", "H", "H", "H", "H", "H", "H", "H", "H"], "coordinates": [[-3.564, -0.616, 0.977], [-3.250, -1.726, 1.769], [-2.587, 0.252, 0.578], [-1.948, -1.906, 2.249], [-1.174, 0.033, 0.901], [-0.962, -1.035, 1.890], [3.406, 2.234, 0.017], [-0.395, -0.214, -0.529], [2.285, -0.159, -2.941], [3.124, 1.297, -1.015], [0.916, 0.177, -0.549], [1.729, 1.159, -1.777], [-4.591, -0.450, 0.689], [-4.019, -2.437, 2.033], [-2.840, 1.107, -0.033], [-1.728, -2.727, 2.916], [-0.696, 0.961, 1.235], [3.105, 1.822, 0.982], [2.902, 3.187, -0.144], [4.485, 2.388, 0.011], [-0.985, 0.322, -1.279], [0.048, -1.172, 2.253], [-0.470, -1.291, -0.707], [1.428, -0.662, -3.389], [2.917, -0.867, -2.406], [2.862, 0.321, -3.732]]}


{"formula": "C5H10N3S", "method": "wB97M-V/def2-TZVPD", "multiplicity": 1, "homo_energy_ev": [-13.82, -13.82], "orbital_gap_ev": [7.03, 7.03], "total_charge": 1, "species": ["C", "C", "C", "C", "C", "N", "N", "N", "S", "H", "H", "H", "H", "H", "H", "H", "H", "H", "H"], "coordinates": [[-1.757, 2.098, 2.419], [-0.503, 0.130, 0.945], [0.672, 0.259, -1.055], [-1.524, 1.211, -0.967], [1.841, -1.252, 1.666], [-1.217, 3.097, 2.691], [-2.413, 1.098, 1.903], [-0.476, 0.461, -0.310], [0.289, -0.405, 2.214], [0.969, 1.130, -1.599], [0.514, -0.617, -1.770], [1.435, -0.090, -0.384], [-2.462, 1.268, -0.524], [-1.794, 0.874, -2.022], [-1.341, 2.400, -0.937], [2.359, -1.477, 2.610], [2.430, -0.704, 0.874], [1.562, -2.156, 1.117], [-2.744, 0.447, 2.475]]}


{"formula": "C2H2N2O2S", "method": "wB97M-V/def2-TZVPD", "smiles": "O=c1[nH]nc(S)o1", "multiplicity": 1, "homo_energy_ev": -9.33, "orbital_gap_ev": 9.86, "total_charge": 0, "species": ["C", "C", "H", "H", "N", "N", "O", "O", "S"], "coordinates": [[0.207, 0.024, -0.827], [0.254, 0.556, 1.305], [0.113, -0.893, -2.822], [-1.331, -0.776, 1.691], [-0.717, -0.703, -0.321], [-0.706, -0.351, 1.018], [0.539, 1.139, 2.319], [0.858, 0.793, 0.104], [0.784, 0.210, -2.466]]}


Number 1: maximum force 0.015 Eh/bohr, E_tot -685.9974 a.u.. Number 2: maximum force 0.070 Eh/bohr, E_tot -42279.4383 a.u.. Number 3: maximum force 0.020 Eh/bohr, E_tot -842.8766 a.u.. Number 4: maximum force 0.125 Eh/bohr, E_tot -758.5097 a.u.. Number 5: maximum force 0.028 Eh/bohr, E_tot -735.5873 a.u..